Record 1
Here is an isolated molecule of C15H22ClNO2 from OMol25. Energies are from ωB97M-V with the def2-TZVPD basis set.

```
41
Properties=species:S:1:pos:R:3:nbo_charge:R:1
Cl -0.37 -5.36 6.96 -0.003
C -0.20 -4.45 5.50 -0.074
C 1.06 -4.28 4.94 -0.208
C 1.19 -3.56 3.77 -0.243
C 0.07 -2.99 3.16 0.313
O 0.32 -2.30 2.02 -0.494
C -0.77 -1.71 1.32 -0.055
C -0.21 -1.01 0.09 -0.412
C -1.31 -0.34 -0.72 -0.396
C -0.81 0.27 -2.03 -0.390
C 0.12 1.47 -1.82 -0.220
N 0.51 2.03 -3.10 -0.449
C -0.43 3.00 -3.65 -0.248
C -0.29 4.39 -3.01 -0.090
O 1.03 4.87 -3.11 -0.528
C 1.94 3.97 -2.52 -0.090
C 1.85 2.59 -3.17 -0.240
C -1.18 -3.17 3.73 -0.300
C -1.31 -3.90 4.90 -0.197
H 1.93 -4.72 5.41 0.228
H 2.16 -3.41 3.32 0.227
H -1.28 -0.98 1.97 0.171
H -1.49 -2.48 1.02 0.171
H 0.53 -0.28 0.42 0.205
H 0.31 -1.75 -0.52 0.207
H -1.78 0.44 -0.12 0.195
H -2.08 -1.08 -0.95 0.203
H -0.27 -0.48 -2.61 0.205
H -1.67 0.59 -2.62 0.200
H 1.02 1.14 -1.31 0.196
H -0.38 2.21 -1.17 0.166
H -1.45 2.63 -3.52 0.200
H -0.23 3.08 -4.72 0.200
H -0.92 5.12 -3.53 0.195
H -0.59 4.35 -1.95 0.155
H 2.93 4.40 -2.67 0.194
H 1.74 3.89 -1.44 0.156
H 2.55 1.90 -2.70 0.200
H 2.11 2.68 -4.23 0.198
H -2.07 -2.75 3.28 0.223
H -2.29 -4.03 5.35 0.226
```

DFT total energy, Eh: -1250.16989
SMILES string: Clc1ccc(OCCCCCN2CCOCC2)cc1
ΔE to the lowest compared entry with this formula, charge and spin, kcal/mol: 5.4
HOMO level, eV: -8.201
Net charge: 0
Max |F|, eV Å⁻¹: 0.43
Gap between HOMO and LUMO, eV: 9.0

=====

Record 2
Here is an isolated molecule of C15H22N2O3 in a non-equilibrium geometry from OMol25. Energies are from ωB97M-V with the def2-TZVPD basis set.

```
42
Properties=species:S:1:pos:R:3:nbo_charge:R:1
C -4.53 -1.56 -0.54 -0.610
C -3.06 -1.69 -0.09 -0.225
C -3.01 -3.05 0.70 -0.604
C -2.03 -1.76 -1.22 -0.416
C -0.79 -1.03 -0.97 -0.125
N 0.05 -0.86 -2.12 -0.640
C 1.00 0.12 -2.46 0.683
O 1.48 0.10 -3.55 -0.600
C 1.72 1.03 -1.29 -0.130
N 2.65 1.98 -2.02 -0.795
C 0.72 1.92 -0.54 -0.413
C 0.90 2.09 0.98 0.003
C -0.23 1.96 1.83 -0.222
C -0.01 1.89 3.19 -0.200
C 1.31 2.06 3.75 -0.230
C 2.33 2.44 2.89 -0.195
C 2.16 2.48 1.48 -0.236
C 0.09 -1.87 0.08 0.760
O 0.69 -2.85 -0.23 -0.606
O 0.12 -1.38 1.31 -0.650
H -4.47 -2.31 -1.45 0.202
H -4.64 -0.52 -0.99 0.206
H -5.41 -1.70 0.09 0.231
H -2.68 -1.00 0.58 0.196
H -3.64 -3.05 1.64 0.223
H -3.14 -3.85 -0.04 0.204
H -1.88 -3.26 0.93 0.198
H -2.41 -1.40 -2.15 0.218
H -1.93 -2.87 -1.44 0.224
H -0.90 -0.11 -0.39 0.215
H -0.31 -1.40 -2.94 0.406
H 2.05 0.29 -0.64 0.210
H 2.17 2.23 -2.78 0.354
H 3.44 1.33 -2.35 0.365
H -0.30 1.48 -0.65 0.188
H 0.67 2.80 -1.07 0.225
H -1.25 1.76 1.40 0.212
H -0.72 1.38 3.76 0.208
H 1.47 2.06 4.81 0.216
H 3.36 2.54 3.38 0.213
H 3.06 2.62 0.87 0.237
H 0.76 -2.06 1.45 0.498
```

DFT total energy, Eh: -919.91765
SMILES string: CC(C)C[C@H](NC(=O)[C@@H](N)Cc1ccccc1)C(=O)O
ΔE to the lowest compared entry with this formula, charge and spin, kcal/mol: 101.0
HOMO level, eV: -9.071
Net charge: 0
Max |F|, eV Å⁻¹: 7.67
Gap between HOMO and LUMO, eV: 9.7

=====

Record 3
Here is an isolated molecule of C15H22N2O3 in a non-equilibrium geometry from OMol25. Energies are from ωB97M-V with the def2-TZVPD basis set.

```
42
Properties=species:S:1:pos:R:3:nbo_charge:R:1
C -3.88 -1.48 -1.10 -0.635
C -2.43 -1.21 -1.46 -0.391
C -1.38 -1.38 -0.36 -0.203
C -1.46 -2.74 0.34 -0.628
C -1.30 -0.21 0.66 -0.169
N 0.07 -0.12 1.18 -0.675
C 0.60 1.11 1.46 0.676
O -0.10 2.10 1.61 -0.609
C 2.14 1.22 1.50 -0.136
N 2.88 -0.01 1.62 -0.828
C 2.60 1.99 0.25 -0.444
C 2.24 1.27 -1.04 0.058
C 3.13 0.35 -1.60 -0.266
C 2.78 -0.38 -2.74 -0.205
C 1.55 -0.18 -3.33 -0.223
C 0.65 0.75 -2.79 -0.198
C 1.01 1.48 -1.66 -0.261
C -2.31 -0.32 1.81 0.788
O -3.48 -0.10 1.68 -0.577
O -1.80 -0.71 2.98 -0.665
H -4.55 -1.36 -1.99 0.211
H -4.26 -0.79 -0.29 0.248
H -4.03 -2.53 -0.78 0.200
H -2.15 -1.87 -2.26 0.202
H -2.33 -0.18 -1.87 0.200
H -0.41 -1.31 -0.92 0.211
H -1.46 -3.55 -0.40 0.221
H -2.38 -2.85 0.93 0.224
H -0.59 -2.90 1.02 0.202
H -1.54 0.74 0.16 0.247
H 0.73 -0.82 0.82 0.407
H 2.35 1.82 2.40 0.226
H 2.87 -0.55 0.78 0.359
H 2.58 -0.57 2.38 0.365
H 3.69 2.14 0.36 0.231
H 2.10 2.98 0.26 0.240
H 4.12 0.17 -1.14 0.220
H 3.49 -1.11 -3.17 0.220
H 1.28 -0.71 -4.20 0.214
H -0.33 0.93 -3.26 0.220
H 0.30 2.19 -1.22 0.228
H -0.82 -0.75 2.87 0.495
```

DFT total energy, Eh: -920.05573
SMILES string: CC[C@H](C)[C@H](NC(=O)[C@@H](N)Cc1ccccc1)C(=O)O
ΔE to the lowest compared entry with this formula, charge and spin, kcal/mol: 14.4
HOMO level, eV: -9.494
Net charge: 0
Max |F|, eV Å⁻¹: 1.31
Gap between HOMO and LUMO, eV: 9.9

=====

Record 4
Here is an isolated molecule of C15H22N2O3 in a non-equilibrium geometry from OMol25. Energies are from ωB97M-V with the def2-TZVPD basis set.

```
42
Properties=species:S:1:pos:R:3:nbo_charge:R:1
C 5.01 -2.63 -0.54 -0.606
C 4.02 -1.49 -0.90 -0.221
C 4.78 -0.46 -1.77 -0.613
C 2.74 -2.13 -1.50 -0.373
C 1.72 -1.17 -2.23 -0.138
N 2.32 -0.45 -3.32 -0.847
C 0.89 -0.29 -1.28 0.679
O 0.83 0.92 -1.41 -0.630
N 0.18 -0.96 -0.29 -0.627
C -0.70 -0.23 0.55 -0.156
C -1.91 0.37 -0.19 -0.439
C -2.57 1.52 0.62 0.057
C -2.16 2.83 0.43 -0.238
C -2.78 3.82 1.34 -0.196
C -3.79 3.38 2.22 -0.227
C -4.24 2.06 2.28 -0.193
C -3.55 1.14 1.51 -0.248
C -1.23 -1.19 1.58 0.796
O -1.36 -2.38 1.37 -0.615
O -1.47 -0.66 2.78 -0.655
H 5.94 -2.35 -0.05 0.211
H 5.20 -3.15 -1.51 0.198
H 4.62 -3.37 0.17 0.203
H 3.68 -1.04 0.05 0.191
H 5.79 -0.29 -1.46 0.205
H 4.17 0.48 -1.66 0.206
H 4.72 -0.71 -2.80 0.227
H 2.97 -3.04 -2.06 0.209
H 2.09 -2.48 -0.65 0.189
H 1.02 -1.96 -2.64 0.206
H 2.23 0.55 -3.21 0.386
H 1.89 -0.69 -4.22 0.367
H 0.19 -1.94 -0.19 0.421
H -0.15 0.63 1.01 0.238
H -1.56 0.74 -1.18 0.243
H -2.57 -0.42 -0.44 0.212
H -1.41 3.21 -0.33 0.237
H -2.48 4.82 1.29 0.210
H -4.31 4.11 2.88 0.212
H -5.07 1.79 2.91 0.214
H -3.96 0.13 1.44 0.207
H -1.83 -1.40 3.31 0.498
```

DFT total energy, Eh: -920.01621
SMILES string: CC(C)C[C@H](N)C(=O)N[C@@H](Cc1ccccc1)C(=O)O
ΔE to the lowest compared entry with this formula, charge and spin, kcal/mol: 39.2
HOMO level, eV: -9.145
Net charge: 0
Max |F|, eV Å⁻¹: 4.04
Gap between HOMO and LUMO, eV: 9.8

=====

Record 5
Here is a structure of composition C15H22N2O4 in a non-equilibrium geometry from OMol25. Energies are from ωB97M-V with the def2-TZVPD basis set.

```
43
Properties=species:S:1:pos:R:3:nbo_charge:R:1
C -6.00 -0.75 -0.97 -0.302
H -6.79 -0.64 -1.66 0.199
O -5.03 0.39 -1.46 -0.461
C -3.92 0.37 -0.86 0.297
C -3.15 1.29 -1.40 -0.280
C -1.98 1.57 -0.65 -0.115
C -1.53 0.66 0.44 0.025
C -2.26 -0.27 0.57 0.337
C -3.55 -0.45 0.04 -0.413
H -4.07 -1.35 0.45 0.243
O -1.75 -0.90 1.67 -0.534
C -2.53 -2.11 2.01 -0.312
H -2.62 -3.09 1.19 0.208
H -3.34 -1.80 2.62 0.196
H -1.81 -2.71 2.72 0.203
N -0.25 0.88 1.00 -0.555
C 0.82 1.68 0.71 0.662
O 0.65 2.70 -0.06 -0.659
C 2.13 1.76 1.45 -0.393
C 3.28 1.75 0.77 -0.264
N 3.53 0.56 -0.27 -0.449
C 2.52 0.43 -1.11 -0.258
C 3.24 -0.58 -2.17 -0.115
O 3.46 -1.85 -1.38 -0.502
C 4.41 -1.51 -0.72 0.054
C 3.91 -0.66 0.51 -0.277
H 4.55 -0.69 1.32 0.210
H 2.94 -0.95 0.91 0.158
H 4.48 -2.69 0.10 0.041
H 5.40 -1.34 -0.78 0.185
H 2.56 -0.82 -3.07 0.191
H 4.14 -0.31 -2.78 0.202
H 2.50 1.32 -1.77 0.237
H 1.65 -0.17 -0.93 0.186
H 3.20 2.51 0.00 0.228
H 4.21 2.03 1.35 0.222
H 2.09 2.50 2.04 0.230
H 1.98 0.75 2.35 0.117
H -0.03 0.24 1.59 0.389
H -1.42 2.61 -0.92 0.261
H -3.48 2.06 -1.84 0.209
H -6.45 -0.63 0.24 0.202
H -5.70 -1.78 -1.24 0.198
```

DFT total energy, Eh: -994.67089
ΔE to the lowest compared entry with this formula, charge and spin, kcal/mol: 408.3
HOMO level, eV: -8.030
Net charge: 0
Max |F|, eV Å⁻¹: 19.08
Gap between HOMO and LUMO, eV: 8.5

=====

Record 6
Here is an isolated molecule of C15H22N2O5S in a non-equilibrium geometry from OMol25. Energies are from ωB97M-V with the def2-TZVPD basis set.

```
45
Properties=species:S:1:pos:R:3:nbo_charge:R:1
C -0.30 2.42 -6.54 -0.599
C -0.46 1.99 -5.08 -0.395
C -0.19 3.16 -4.13 -0.391
C -0.47 2.82 -2.66 -0.397
C 0.53 1.81 -2.09 -0.225
N 0.29 1.60 -0.68 -0.626
C 1.17 1.96 0.27 0.658
O 2.27 2.42 0.05 -0.629
C 0.67 1.73 1.71 -0.319
N -0.13 0.53 1.85 -0.705
C 0.43 -0.71 1.54 0.225
C 1.70 -1.03 2.01 -0.272
C 2.29 -2.27 1.77 -0.223
C 1.57 -3.18 1.05 0.204
C 0.30 -2.87 0.56 0.318
C -0.29 -1.65 0.78 -0.373
O -0.20 -3.94 -0.13 -0.487
C 0.80 -4.93 -0.08 0.236
O 1.90 -4.46 0.67 -0.474
S -1.79 0.76 1.77 2.309
C -2.41 -0.47 2.94 -0.860
O -2.30 0.48 0.45 -0.956
O -2.06 2.06 2.29 -0.935
H 0.71 2.78 -6.72 0.201
H -0.99 3.22 -6.78 0.200
H -0.49 1.58 -7.20 0.207
H -1.48 1.63 -4.92 0.193
H 0.23 1.18 -4.87 0.193
H 0.84 3.48 -4.24 0.197
H -0.84 4.00 -4.41 0.201
H -1.48 2.42 -2.56 0.196
H -0.40 3.74 -2.07 0.209
H 0.44 0.85 -2.61 0.190
H 1.55 2.18 -2.18 0.230
H -0.63 1.27 -0.42 0.413
H 1.53 1.71 2.38 0.226
H 0.03 2.57 1.99 0.266
H 2.26 -0.31 2.59 0.224
H 3.28 -2.50 2.14 0.232
H -1.25 -1.42 0.36 0.257
H 1.14 -5.17 -1.11 0.159
H 0.40 -5.85 0.39 0.160
H -2.03 -1.44 2.67 0.252
H -2.07 -0.16 3.92 0.252
H -3.49 -0.45 2.88 0.256
```

DFT total energy, Eh: -1468.66688
SMILES string: CCCCCNC(=O)CN(c1ccc2c(c1)OCO2)S(C)(=O)=O
ΔE to the lowest compared entry with this formula, charge and spin, kcal/mol: 32.2
HOMO level, eV: -8.189
Net charge: 0
Max |F|, eV Å⁻¹: 1.27
Gap between HOMO and LUMO, eV: 8.7

=====

- Which of these has the lowest DFT total energy?
  C15H22N2O5S

=====

- Number 3 is which compound?
  C15H22N2O3

=====

- Which value of ΔE to the lowest compared entry with this formula, charge and spin does entry 5 give?
  408.3 kcal/mol